No. 1
C24H48BrO6P | wB97M-V/def2-TZVPD

Results
- Lowest unoccupied orbital energy: 0.6 eV
- HOMO-LUMO gap: 8.8 eV
- E_tot: -117279.0090 eV
- 2S+1: 1
- HOMO: -8.2 eV

Atoms and positions in Å:
C -1.7785 -4.8989 -3.7850
O -1.8029 -4.3151 -2.5060
C -0.8490 -4.8195 -1.5917
C 0.0782 -3.7174 -1.0707
C 1.5651 -3.9305 -1.3695
C 2.1354 -3.2868 -2.6312
P 1.8214 -1.5003 -2.7198
Br 0.0725 -1.7627 -4.3751
C 3.1141 -1.0248 -1.3856
O 2.4823 -0.7627 -0.1415
C 2.0311 0.5004 0.1104
C 1.8703 1.4550 -0.8879
C 1.3497 2.7077 -0.5868
C 1.1368 3.7248 -1.6695
C 1.0061 2.9770 0.7294
C 1.1677 2.0144 1.7182
C 1.6865 0.7624 1.4429
C 1.8856 -0.3140 2.4868
C 3.3717 -0.7216 2.6109
C 1.3174 0.0635 3.8456
H -2.6648 -4.5584 -4.3114
H -0.8967 -4.5880 -4.3533
H -1.8043 -5.9906 -3.7272
H -1.3978 -5.2515 -0.7520
H -0.2682 -5.6212 -2.0546
H -0.0339 -3.6586 0.0110
H -0.2987 -2.7748 -1.4660
H 1.7353 -5.0031 -1.4778
H 2.1641 -3.6232 -0.5122
H 3.2183 -3.4054 -2.6230
H 1.7540 -3.7575 -3.5322
H 2.4725 -0.7667 -3.7075
H 0.8363 -0.8833 -1.9495
H 3.8016 -1.8474 -1.1908
H 3.7155 -0.1696 -1.6977
H 2.1347 1.2461 -1.9148
H 1.4282 4.7200 -1.3449
H 0.0740 3.7593 -1.9166
H 1.6548 3.4496 -2.5849
H 0.6065 3.9498 0.9814
H 0.8883 2.2643 2.7310
H 1.3362 -1.1940 2.1440
H 3.6330 -0.8656 3.6587
H 3.5772 -1.6485 2.0860
H 4.0258 0.0540 2.2191
H 1.4319 -0.7737 4.5318
H 0.2572 0.3073 3.7986
H 1.8460 0.9141 4.2769
C -5.2727 -5.1159 4.2620
O -5.6423 -4.9610 2.9057
C -4.7990 -4.0840 2.1784
C -3.7917 -4.8304 1.3348
O -2.8664 -5.5614 2.1249
C -3.1630 -6.9413 2.2192
H -5.8489 -5.9490 4.6606
H -4.2074 -5.3350 4.3673
H -5.5104 -4.2154 4.8391
H -4.2781 -3.4033 2.8595
H -5.4342 -3.4843 1.5198
H -3.2186 -4.1072 0.7463
H -4.3080 -5.4980 0.6380
H -2.9482 -7.4548 1.2751
H -4.2088 -7.1110 2.4858
H -2.5249 -7.3570 2.9973
C 1.5143 10.2188 -0.2545
O 0.8132 9.9801 -1.4600
C 1.2607 8.8373 -2.1671
C 0.3588 7.6438 -1.9499
O 0.3777 7.2044 -0.6011
C -0.7473 7.6299 0.1465
H 0.9632 10.9808 0.2936
H 1.5822 9.3165 0.3578
H 2.5248 10.5910 -0.4556
H 2.2848 8.5835 -1.8751
H 1.2643 9.0878 -3.2324
H 0.7121 6.8157 -2.5726
H -0.6630 7.8852 -2.2585
H -1.6420 7.0637 -0.1353
H -0.9408 8.6959 0.0085
H -0.5289 7.4403 1.1962

Cartesian forces, eV/Å:
C 0.1 0.0 -0.1
O -0.2 0.1 0.1
C -0.1 0.1 -0.1
C 0.0 0.0 0.1
C 0.0 -0.1 0.2
C -0.2 -0.2 -0.3
P 0.9 0.5 0.9
Br -0.4 0.0 -0.5
C -0.1 -0.1 0.0
O 0.1 -0.2 0.1
C -0.2 0.1 -0.2
C 0.0 -0.1 0.2
C 0.1 0.0 0.2
C -0.3 -0.2 0.0
C 0.0 0.0 -0.1
C 0.0 0.2 0.0
C 0.0 -0.1 -0.2
C 0.1 -0.1 0.0
C -0.1 0.1 0.2
C 0.0 0.0 0.1
H -0.1 0.1 -0.1
H 0.0 0.0 0.0
H 0.0 -0.1 0.0
H 0.0 -0.1 0.0
H 0.0 -0.1 -0.1
H 0.0 0.0 0.1
H 0.0 0.1 -0.1
H 0.1 -0.1 0.1
H 0.0 0.1 0.0
H 0.1 0.0 -0.1
H -0.1 0.0 0.0
H 0.0 -0.1 -0.2
H -0.2 -0.1 -0.1
H 0.0 -0.1 0.0
H 0.0 0.1 -0.1
H 0.0 -0.1 0.0
H 0.1 0.1 0.0
H -0.1 0.1 0.0
H 0.2 0.1 0.0
H 0.0 0.1 0.0
H 0.0 0.0 0.1
H 0.0 -0.1 -0.1
H 0.0 -0.1 0.1
H 0.1 0.0 -0.1
H 0.1 0.0 -0.1
H 0.0 -0.1 0.1
H -0.1 0.0 0.0
H 0.0 0.1 0.0
C 0.0 0.0 0.0
O 0.0 -0.1 0.0
C -0.1 0.0 0.0
C 0.2 0.0 -0.1
O 0.0 0.0 0.0
C 0.0 0.0 0.0
H 0.0 0.0 0.0
H 0.0 0.0 0.0
H 0.0 0.0 0.0
H 0.0 0.0 0.0
H 0.0 0.0 0.0
H 0.0 0.0 0.0
H 0.0 0.0 0.0
H 0.0 0.0 0.0
H 0.0 0.0 0.0
H 0.0 0.0 0.0
C 0.0 0.0 0.0
O 0.0 0.0 0.0
C 0.0 0.1 -0.1
C 0.0 -0.1 0.0
O 0.0 0.1 0.0
C 0.0 0.0 0.0
H 0.0 0.0 0.0
H 0.0 0.0 0.0
H 0.0 0.0 0.0
H 0.0 0.0 0.0
H 0.0 0.0 0.0
H 0.0 0.0 0.0
H 0.0 0.0 0.0
H 0.0 0.0 0.0
H 0.0 0.0 0.0
H 0.0 0.0 0.0

No. 2
C6H12S2 | wB97M-V/def2-TZVPD

Results
- Lowest unoccupied orbital energy: -8.2 eV
- HOMO-LUMO gap: 11.6 eV
- E_tot: -28067.2399 eV
- 2S+1: 1
- Net charge: +2
- HOMO: -19.8 eV

Atoms and positions in Å:
S 1.7841 1.2791 0.8729
S -0.7872 -0.2788 0.4294
C 2.0724 -0.5506 0.7240
C 0.5076 1.5270 2.2189
C 0.7723 -1.3137 0.4086
C -0.8950 1.0562 1.7033
C 1.0311 1.5716 -0.8097
C -0.3955 0.8844 -0.9465
H 2.7607 -0.7363 -0.1186
H 2.5327 -0.8883 1.6329
H 0.6061 2.6760 2.4473
H 0.6488 0.9244 3.1348
H 0.9191 -1.8393 -0.5200
H 0.6662 -2.2201 1.1493
H -1.5734 1.8916 1.3378
H -1.5185 0.7591 2.5221
H 1.7265 1.1438 -1.5879
H 1.1106 2.6337 -1.0205
H -0.2969 0.3370 -1.9996
H -1.0882 1.7269 -0.9951

Cartesian forces, eV/Å:
S 1.4 -0.4 -0.2
S -0.5 0.4 -1.6
C -0.8 0.6 -0.6
C -1.0 1.2 -0.8
C 0.2 -1.2 2.9
C 0.3 1.5 0.2
C 0.1 -1.3 0.3
C 2.0 -0.1 -2.4
H 0.0 0.6 0.5
H 0.2 0.1 0.5
H -0.4 -2.3 -0.4
H 1.1 0.4 -0.6
H -0.9 0.3 -0.9
H -0.3 2.0 -1.1
H 1.1 -1.0 -0.6
H 0.0 -1.0 0.6
H -0.3 0.0 1.3
H -0.6 0.3 0.3
H -1.0 0.8 2.5
H -0.6 -0.7 0.1

- Among the records above, which one has the lowest HOMO-LUMO gap?
  C24H48BrO6P